Record 1
DFT (wB97M-V/def2-TZVPD) results for a cluster of 10 separate species, C23H35BrCl18O4S in total at a distorted geometry.

Atoms and positions in Å:
1 C 1.28700 3.16899 -0.09968
2 C 1.03032 1.65086 0.10079
3 C -0.20002 1.20616 -0.68263
4 Br 0.27692 1.28362 -2.59315
5 C -0.75641 -0.18626 -0.34759
6 C -2.29725 -0.19941 -0.35526
7 C -2.93193 0.71195 0.50559
8 C -4.30689 0.75992 0.60198
9 C -5.08618 -0.13307 -0.15264
10 C -4.46523 -1.01341 -1.01477
11 C -3.06657 -1.05561 -1.11945
12 C -0.09613 -1.41329 -1.02326
13 C -0.11979 -2.52494 0.06208
14 C 1.19653 -2.88533 0.85108
15 S 2.60494 -1.87588 0.51089
16 O 3.65883 -2.35805 1.38281
17 O 3.08928 -1.94192 -0.85317
18 C -0.93868 -1.82201 1.15606
19 O -1.75825 -2.23019 1.89879
20 O -0.46265 -0.51778 1.06901
21 H 0.59682 3.69067 0.57413
22 H 1.06457 3.49793 -1.11203
23 H 2.29016 3.41010 0.24025
24 H 1.95622 1.14750 -0.21592
25 H 0.93910 1.51800 1.18370
26 H -0.95423 1.98080 -0.55335
27 H -2.32463 1.38786 1.10053
28 H -4.76180 1.45844 1.28764
29 H -6.14944 -0.07568 -0.03743
30 H -5.06390 -1.70484 -1.59628
31 H -2.62103 -1.77406 -1.79545
32 H -0.73905 -1.80491 -1.81498
33 H 0.83196 -1.24499 -1.56820
34 H -0.50448 -3.47595 -0.29947
35 H 1.47450 -3.93123 0.72371
36 H 0.99974 -2.74155 1.91870
37 H 2.35644 -0.60845 0.94509
38 Cl 2.94079 -2.75913 -4.99118
39 C 3.15376 -3.89623 -3.65877
40 Cl 1.65017 -4.76264 -3.31132
41 H 3.91802 -4.61608 -3.93030
42 H 3.45541 -3.34585 -2.77318
43 Cl -7.71879 4.36014 -0.75810
44 C -6.56436 3.39200 -1.68377
45 Cl -5.20706 2.84780 -0.68273
46 H -7.07541 2.51744 -2.07066
47 H -6.18165 3.99325 -2.50068
48 Cl 2.31698 6.10349 -1.61035
49 C 2.11912 6.91143 -0.05085
50 Cl 1.10616 5.99070 1.07126
51 H 3.09794 7.04125 0.39679
52 H 1.65476 7.87505 -0.22192
53 Cl 3.32779 -8.48860 -5.67688
54 C 2.18685 -8.15462 -4.36724
55 Cl 0.61186 -8.90029 -4.66487
56 H 2.59125 -8.55322 -3.44382
57 H 2.05262 -7.08169 -4.28857
58 Cl 7.19929 -4.13391 3.19272
59 C 7.07399 -3.39268 1.59211
60 Cl 8.45474 -2.33565 1.25809
61 H 7.04705 -4.17742 0.84527
62 H 6.16351 -2.80435 1.54576
63 Cl 1.03955 9.15845 2.06853
64 C -0.16877 9.39619 3.33795
65 Cl -1.65716 8.50956 2.99641
66 H 0.24144 9.04148 4.27622
67 H -0.39889 10.45297 3.40423
68 Cl 4.46181 1.94095 -1.62981
69 C 5.04058 1.15813 -0.15640
70 Cl 3.96377 1.47940 1.21660
71 H 5.08174 0.08614 -0.32050
72 H 6.02659 1.53929 0.08164
73 Cl -9.38188 -1.96660 1.83916
74 C -8.37604 -2.93491 0.75556
75 Cl -6.83339 -2.13069 0.40909
76 H -8.17756 -3.89118 1.22599
77 H -8.90913 -3.08093 -0.17679
78 Cl -0.45867 0.49402 5.59640
79 C 0.47741 -0.47870 4.45905
80 Cl 2.03392 0.27637 4.07821
81 H 0.66327 -1.45089 4.90164
82 H -0.09219 -0.58325 3.54186

Output
- Electronic energy: -338887.9720 eV
- HOMO: -9.403 eV
- Charge: 0
- SMILES string: CC[C@@H](Br)[C@@]1(c2ccccc2)C[C@@H](C[SH](=O)=O)C(=O)O1.ClCCl.ClCCl.ClCCl.ClCCl.ClCCl.ClCCl.ClCCl.ClCCl.ClCCl
- Kohn-Sham gap: 9.598 eV

How positive or negative is each atom? The Mulliken charges in e answer that:
1. C -1.406
2. C 0.733
3. C -1.431
4. Br -0.098
5. C 2.134
6. C -0.437
7. C 0.086
8. C -2.348
9. C -0.214
10. C -1.231
11. C 0.227
12. C -1.847
13. C 0.710
14. C -1.076
15. S 1.159
16. O -0.657
17. O -0.608
18. C -0.356
19. O -0.536
20. O -0.179
21. H 0.208
22. H 0.367
23. H 0.576
24. H -0.429
25. H 0.274
26. H 0.929
27. H 0.457
28. H 0.710
29. H 0.926
30. H 0.506
31. H 0.331
32. H 0.367
33. H 0.550
34. H 0.736
35. H 0.465
36. H 0.306
37. H -0.113
38. Cl -0.162
39. C 0.207
40. Cl -0.239
41. H 0.337
42. H -0.159
43. Cl -0.170
44. C -0.333
45. Cl -0.028
46. H 0.257
47. H 0.318
48. Cl -0.154
49. C -0.400
50. Cl -0.073
51. H 0.339
52. H 0.312
53. Cl -0.162
54. C 0.328
55. Cl -0.163
56. H 0.281
57. H -0.257
58. Cl -0.166
59. C 0.186
60. Cl -0.173
61. H 0.257
62. H -0.086
63. Cl -0.120
64. C -0.298
65. Cl -0.142
66. H 0.273
67. H 0.293
68. Cl -0.139
69. C -0.174
70. Cl -0.050
71. H 0.075
72. H 0.410
73. Cl -0.160
74. C -0.339
75. Cl -0.087
76. H 0.293
77. H 0.275
78. Cl -0.172
79. C 0.513
80. Cl -0.133
81. H 0.323
82. H -0.530

Record 2
DFT (wB97M-V/def2-TZVPD) results for a structure of composition C39H35MoN7P at a distorted geometry.

Atoms and positions in Å:
1 Mo 0.03476 1.18318 0.77666
2 C 2.96230 -3.16146 2.51486
3 N 2.68862 -1.87511 1.85328
4 C 3.63564 -1.11828 1.22222
5 C 3.00660 -0.01390 0.73529
6 N 1.67959 -0.09723 1.07593
7 C 1.50698 -1.23476 1.76167
8 P -0.02885 -1.76395 2.59066
9 C -0.28635 -0.17689 3.44995
10 N -0.25716 1.01744 2.84772
11 C -0.35704 1.97582 3.82727
12 C -0.46122 1.34071 5.02867
13 N -0.41563 -0.00027 4.77933
14 C -0.49981 -1.05670 5.80155
15 C -1.23235 -1.49140 1.17597
16 N -1.53133 -0.08519 0.66441
17 C -2.96005 -0.02547 0.42839
18 C -3.46034 -1.22054 0.77221
19 N -2.51137 -2.09645 1.23821
20 C -2.76947 -3.40176 1.84514
21 H 3.59749 -3.76006 1.86736
22 H 2.02987 -3.68998 2.68692
23 H 3.46957 -2.98740 3.46081
24 H 4.66557 -1.42641 1.15484
25 H 3.41139 0.80697 0.17067
26 H -0.36427 3.03017 3.61207
27 H -0.56728 1.73829 6.02401
28 H -0.58598 -0.58147 6.77333
29 H 0.39894 -1.66760 5.78302
30 H -1.37766 -1.67374 5.62843
31 H -3.42768 0.86031 0.03989
32 H -4.49585 -1.52375 0.72274
33 H -3.82307 -3.63271 1.71530
34 H -2.54636 -3.39748 2.91255
35 H -2.18312 -4.17540 1.35260
36 C -3.38564 5.27164 0.34176
37 C -3.37480 4.07458 1.04607
38 C -2.19034 3.36762 1.17968
39 C -1.03212 3.84843 0.56417
40 C -1.03675 5.04069 -0.15145
41 C -2.21785 5.75514 -0.24223
42 N 0.12905 3.02739 0.61860
43 C 1.42885 3.42844 0.17707
44 C 2.14943 4.42708 0.83000
45 C 3.40858 4.73733 0.35770
46 C 3.94995 4.05296 -0.73558
47 C 3.22658 3.06537 -1.38042
48 C 1.94385 2.75995 -0.93245
49 H -4.30139 5.84160 0.26303
50 H -4.27731 3.71459 1.52127
51 H -2.15661 2.49059 1.82042
52 H -0.13640 5.40003 -0.63235
53 H -2.23008 6.69510 -0.77692
54 H 1.72243 4.94926 1.67680
55 H 3.97813 5.52327 0.83538
56 H 4.93282 4.32155 -1.09910
57 H 3.63207 2.56829 -2.25158
58 H 1.30860 2.09101 -1.51250
59 C -0.73670 -1.05101 -0.15462
60 C -0.59538 -1.44280 -1.38686
61 C -0.31915 -1.94669 -2.57010
62 C 1.09411 -2.04933 -3.00544
63 C 1.42773 -1.89194 -4.34958
64 C 2.74242 -2.05301 -4.75844
65 C 3.72709 -2.37506 -3.83385
66 C 3.40071 -2.52261 -2.49063
67 C 2.09105 -2.35371 -2.07639
68 C -1.45075 -2.40213 -3.40437
69 C -2.66994 -1.71868 -3.36547
70 C -3.73342 -2.15008 -4.13972
71 C -3.58796 -3.26922 -4.94964
72 C -2.38191 -3.95943 -4.98186
73 C -1.31297 -3.53086 -4.21417
74 H 0.66301 -1.63268 -5.07040
75 H 2.99623 -1.94115 -5.80381
76 H 4.74829 -2.51796 -4.16095
77 H 4.16802 -2.80300 -1.78012
78 H 1.82074 -2.50305 -1.03553
79 H -2.76475 -0.82524 -2.75844
80 H -4.66882 -1.60711 -4.12778
81 H -4.41539 -3.60281 -5.56167
82 H -2.27507 -4.83487 -5.60782
83 H -0.38328 -4.08501 -4.22366

Output
- Electronic energy: -62558.0107 eV
- HOMO (spin up / spin down): -15.316 / -15.316 eV
- Charge: +3
- Kohn-Sham gap (spin up / spin down): 5.780 / 5.779 eV

How positive or negative is each atom? The Mulliken charges in e answer that:
1. Mo -0.291
2. C -0.925
3. N 0.232
4. C -1.069
5. C -0.544
6. N 0.841
7. C -0.287
8. P -0.372
9. C 0.222
10. N 0.894
11. C -0.572
12. C -0.852
13. N 0.103
14. C -0.777
15. C 0.762
16. N 0.596
17. C -1.147
18. C -0.456
19. N 0.240
20. C -0.786
21. H 0.372
22. H 0.396
23. H 0.358
24. H 0.560
25. H 0.442
26. H 0.619
27. H 0.455
28. H 0.343
29. H 0.336
30. H 0.321
31. H 0.643
32. H 0.564
33. H 0.366
34. H 0.303
35. H 0.308
36. C -0.565
37. C -1.013
38. C -0.154
39. C 0.687
40. C -0.464
41. C -0.765
42. N 0.710
43. C 0.547
44. C -0.379
45. C -0.759
46. C -0.569
47. C -0.831
48. C -0.291
49. H 0.435
50. H 0.471
51. H 0.561
52. H 0.514
53. H 0.433
54. H 0.534
55. H 0.453
56. H 0.475
57. H 0.532
58. H 0.531
59. C 0.417
60. C -1.097
61. C 0.651
62. C 0.165
63. C -0.335
64. C -0.818
65. C -0.583
66. C -0.732
67. C 0.038
68. C -0.022
69. C -0.301
70. C -0.822
71. C -0.503
72. C -0.792
73. C -0.250
74. H 0.577
75. H 0.459
76. H 0.461
77. H 0.450
78. H 0.444
79. H 0.467
80. H 0.440
81. H 0.425
82. H 0.438
83. H 0.534

Record 3
DFT (wB97M-V/def2-TZVPD) results for an isolated molecule of C6H13P at a distorted geometry.

Atoms and positions in Å:
1 C 0.03976 3.06534 -1.02876
2 P -0.07485 1.53665 -1.64676
3 C 0.46806 0.42922 -0.15806
4 C 1.75919 -0.40850 -0.30465
5 C -0.87493 -0.34131 0.31717
6 C -0.64858 -0.85596 1.71488
7 C -0.98617 -1.57366 -0.64526
8 H -0.31181 3.96690 -1.63853
9 H 0.50831 3.34272 -0.14735
10 H 0.73393 1.01383 0.76645
11 H 1.59638 -1.34307 -0.99491
12 H 2.01284 -0.91523 0.62905
13 H 2.46364 0.41326 -0.48487
14 H -1.72822 0.26840 0.13319
15 H -0.83211 -0.13191 2.60575
16 H 0.42635 -1.16968 1.82275
17 H -1.45159 -1.59181 1.77396
18 H -0.31984 -2.41075 -0.36036
19 H -0.73988 -1.18068 -1.66041
20 H -2.04048 -2.11378 -0.69327

Output
- Electronic energy: -15719.1573 eV
- HOMO: -9.395 eV
- Charge: 0
- SMILES string: C=P[C@H](C)C(C)C
- Kohn-Sham gap: 9.860 eV

How positive or negative is each atom? The natural (NBO) charges in e answer that:
1. C -0.844
2. P 0.682
3. C -0.491
4. C -0.643
5. C -0.235
6. C -0.622
7. C -0.625
8. H 0.226
9. H 0.203
10. H 0.212
11. H 0.218
12. H 0.207
13. H 0.229
14. H 0.213
15. H 0.211
16. H 0.212
17. H 0.217
18. H 0.207
19. H 0.212
20. H 0.212

Q: The highest charge belongs to which entry?
A: C39H35MoN7P